{"formula": "C35H33ClLaN4S2Si2", "method": "the ωB97M-V functional and the def2-TZVPD basis", "largest_force_ev_per_a": 5.28, "e_lumo_ev": [-2.75, -2.76], "e_tot_ha": -3439.47662, "total_charge": 1, "homo_energy_ev": [-8.7, -8.6], "orbital_gap_ev": [5.91, 5.83], "symbols": ["La", "Cl", "S", "S", "Si", "Si", "N", "N", "N", "N", "C", "C", "C", "C", "C", "C", "C", "C", "C", "C", "C", "C", "C", "C", "C", "C", "C", "C", "C", "C", "C", "C", "C", "C", "C", "C", "C", "C", "C", "C", "C", "C", "C", "C", "C", "H", "H", "H", "H", "H", "H", "H", "H", "H", "H", "H", "H", "H", "H", "H", "H", "H", "H", "H", "H", "H", "H", "H", "H", "H", "H", "H", "H", "H", "H", "H", "H", "H"], "xyz": [[0.082, 1.563, 2.472], [-0.138, 3.664, 0.883], [-3.910, 1.930, 5.728], [1.174, 5.855, 4.824], [-1.401, 0.582, -1.399], [1.315, -1.103, -2.609], [0.466, 3.489, 4.022], [-1.808, 1.975, 4.165], [-3.259, 0.112, 3.854], [2.442, 4.305, 3.011], [-0.562, 3.948, 4.863], [1.668, 0.636, 4.365], [4.531, 0.569, -4.605], [3.878, -1.469, -5.758], [1.418, 0.856, -0.744], [1.292, -0.886, 2.670], [0.428, -0.018, 4.624], [-0.175, -1.903, -3.556], [0.194, -0.963, 3.576], [2.213, 0.094, 3.158], [-2.534, -0.785, -0.892], [-2.253, -1.609, -4.773], [2.492, -0.580, -3.963], [-1.068, -1.077, -4.249], [0.419, -0.077, -1.157], [-3.830, -0.917, -1.417], [-1.683, -3.769, -3.853], [-2.562, -2.961, -4.576], [2.688, -1.508, -5.012], [-4.037, -3.075, -0.318], [3.192, -0.819, -0.855], [4.839, -0.480, -5.493], [-2.893, 1.255, 4.458], [1.413, 4.410, 3.880], [-0.494, -3.246, -3.333], [-4.588, -2.047, -1.092], [2.737, 0.468, -0.606], [3.338, 0.541, -3.868], [-0.349, 5.218, 5.357], [-2.764, 3.221, 5.906], [-1.705, 3.091, 5.030], [2.213, -1.830, -1.092], [0.819, -1.487, -0.879], [-2.093, -1.701, 0.076], [-2.782, -2.896, 0.264], [0.178, -3.890, -2.758], [1.446, -1.533, 1.803], [-2.830, 4.029, 6.629], [-1.474, 1.419, -0.166], [5.233, 1.395, -4.448], [-0.638, -1.676, 3.518], [3.109, 1.347, -3.161], [-1.181, -1.520, 0.654], [1.941, -2.290, -5.190], [-0.211, 0.130, 5.498], [-2.922, -0.965, -5.346], [-3.468, -3.380, -5.005], [4.055, -2.245, -6.515], [-1.897, -4.826, -3.708], [5.815, -0.526, -5.976], [3.456, 1.216, -0.241], [1.095, 1.879, -0.496], [2.485, -2.871, -1.260], [2.136, 1.404, 4.990], [-2.690, -0.338, 3.155], [-5.606, -2.149, -1.466], [3.187, 0.334, 2.722], [-2.330, -3.688, 0.856], [-1.061, 5.733, 5.992], [3.038, 5.120, 2.969], [-0.859, -0.011, -4.374], [2.294, 3.791, 2.148], [-2.076, 1.406, -2.387], [4.247, -1.103, -0.769], [-4.116, -0.324, 4.187], [-4.247, -0.139, -2.061], [0.113, -2.296, -0.721], [-4.586, -4.005, -0.157]], "forces_ev_per_a": [[-0.80, 0.01, -1.58], [0.17, 0.81, -0.35], [0.95, 0.19, -0.48], [-0.59, -0.59, -0.07], [0.94, -0.89, 2.06], [-2.41, 1.25, -4.53], [0.50, 1.31, 0.48], [-1.20, -0.34, 0.87], [-0.53, 0.01, 0.40], [0.39, 0.03, 0.38], [1.50, 1.73, -0.23], [0.23, -0.64, 0.24], [-0.23, -0.21, -0.10], [-0.12, 0.11, 0.18], [1.24, 1.54, 1.64], [0.29, -0.12, 0.40], [0.39, -0.57, 0.13], [0.75, 0.32, 1.15], [0.47, 0.21, 0.27], [-0.34, -0.44, 0.34], [-0.59, -0.08, 0.14], [0.16, -0.09, 0.08], [0.14, 0.26, -0.31], [-0.32, -0.38, -0.20], [-0.80, -0.65, -2.81], [0.21, -0.63, 0.26], [0.23, -0.07, 0.01], [0.40, 0.32, 0.01], [0.55, 0.21, 0.39], [0.04, 0.23, -0.17], [0.40, -1.20, 0.04], [-0.58, 0.07, 0.23], [0.51, 1.14, 0.16], [-1.10, -0.26, 0.16], [-0.57, 0.07, -0.46], [-0.01, -0.05, 0.03], [0.15, 1.98, 1.09], [0.63, -0.46, -0.02], [-0.54, -1.44, -0.14], [1.51, 0.23, -0.72], [-2.19, -1.04, 0.39], [0.79, -0.15, 0.94], [-1.29, -1.81, 2.31], [-0.25, -0.33, -0.34], [-0.20, 0.11, 0.25], [-0.22, 0.16, -0.18], [-0.08, 0.38, 0.23], [-0.34, -0.42, -0.07], [0.12, 0.32, 0.15], [-0.24, -0.33, -0.17], [0.41, 0.36, 0.03], [0.21, -0.41, -0.23], [-0.12, -0.11, -0.39], [0.38, 0.20, 0.10], [0.31, 0.01, -0.41], [0.11, -0.20, 0.20], [0.12, 0.06, 0.12], [0.00, 0.43, 0.34], [-0.10, 0.18, -0.02], [-0.31, 0.13, 0.01], [-0.26, -0.29, -0.31], [0.42, -0.31, -0.22], [0.02, 0.09, 0.48], [-0.24, -0.43, -0.28], [-0.16, -0.06, 0.08], [0.23, 0.02, 0.01], [-0.48, -0.05, 0.12], [-0.20, 0.14, 0.11], [0.47, 0.17, -0.07], [0.03, -0.32, -0.35], [0.06, -0.31, -0.11], [-0.03, 0.41, 0.10], [0.43, 0.14, -0.75], [-0.44, 0.29, -0.43], [0.56, -0.07, -0.50], [0.19, -0.34, 0.04], [0.13, 0.18, -0.09], [0.14, 0.32, -0.07]], "mulliken_charge": [1.278, -0.556, -0.194, -0.158, 0.037, -0.388, 0.207, 0.232, -0.274, -0.344, -0.125, -0.936, -0.594, -0.516, -1.168, -0.184, -0.502, 0.439, -0.991, -0.627, 0.716, -0.610, 0.646, -0.242, 1.569, -0.490, -0.668, -0.627, -0.803, -0.685, -1.216, -0.578, 0.464, 0.427, -0.439, -0.494, -0.811, -0.279, -0.548, -0.393, 0.108, -0.531, -0.819, -0.266, -0.916, 0.378, 0.570, 0.394, -0.290, 0.391, 0.738, 0.402, 0.899, 0.287, 0.489, 0.443, 0.427, 0.368, 0.423, 0.383, 0.451, 0.903, 0.675, 0.517, -0.022, 0.415, 0.581, 0.456, 0.373, 0.243, 0.553, 0.111, -0.156, 0.438, 0.209, 0.364, 1.007, 0.430]}